# 1
{
  "formula": "C15H11ClN2O",
  "method": "ωB97M-V with the def2-TZVPD basis set",
  "species": ["C", "C", "C", "N", "C", "C", "C", "C", "C", "N", "C", "O", "H", "C", "C", "C", "C", "C", "C", "H", "H", "H", "Cl", "H", "H", "H", "H", "H", "H", "H"],
  "positions_angstrom": [[-4.0965, -2.0208, 2.1223], [-3.0624, -1.3275, 2.5591], [-1.7037, -1.9097, 2.7970], [-0.6711, -1.1393, 2.1183], [-0.7225, -1.0195, 0.7808], [0.1894, -0.2907, 0.0620], [1.2164, 0.3502, 0.7885], [1.2861, 0.2322, 2.1497], [2.3239, 0.8698, 2.8645], [3.1771, 1.4006, 3.4157], [0.3182, -0.5373, 2.9130], [0.3114, -0.6860, 4.1181], [1.9688, 0.9216, 0.2645], [0.1018, -0.1813, -1.4002], [0.4071, 1.0232, -2.0291], [0.3259, 1.1209, -3.4069], [-0.0538, 0.0358, -4.1809], [-0.3557, -1.1606, -3.5535], [-0.2806, -1.2728, -2.1776], [-0.4971, -2.2185, -1.7044], [-0.6473, -2.0137, -4.1470], [-0.1097, 0.1281, -5.2535], [0.7014, 2.6256, -4.1710], [0.6873, 1.8881, -1.4484], [-1.5523, -1.5170, 0.2986], [-1.6625, -2.9503, 2.4620], [-1.4554, -1.8666, 3.8642], [-3.1512, -0.2719, 2.7774], [-5.0634, -1.5706, 1.9812], [-4.0239, -3.0743, 1.9052]],
  "lumo_ev": -0.4640,
  "energy_ha": -1223.13315,
  "gap_ev": 8.19
}

# 2
{
  "formula": "C18H13ClN3O5W",
  "method": "ωB97M-V with the def2-TZVPD basis set",
  "species": ["W", "Cl", "C", "C", "C", "C", "O", "C", "C", "N", "C", "C", "C", "C", "C", "C", "C", "C", "N", "C", "C", "H", "H", "H", "H", "H", "H", "H", "H", "H", "H", "C", "C", "O", "H", "H", "H", "O", "N", "O", "O"],
  "positions_angstrom": [[-0.1614, 0.9740, -0.5136], [-4.6661, -0.0503, 4.9567], [-3.8552, 0.3032, 3.4839], [-4.1803, 1.4666, 2.7767], [-3.5487, 1.7373, 1.5833], [-2.5399, 0.9029, 1.0998], [-1.9293, 1.1854, -0.0528], [-2.1736, -0.2740, 1.8290], [-1.1746, -1.1800, 1.3820], [-0.2470, -0.8726, 0.4730], [0.6916, -1.8195, 0.0421], [1.0073, -3.0283, 0.6610], [1.9678, -3.8667, 0.1057], [2.6208, -3.5365, -1.0606], [2.3406, -2.3254, -1.7204], [2.9818, -1.9169, -2.9119], [2.6649, -0.6897, -3.4548], [1.7090, 0.1143, -2.8517], [1.0402, -0.2406, -1.7280], [1.3675, -1.4580, -1.1587], [-2.8962, -0.5628, 3.0048], [-4.9215, 2.1467, 3.1645], [-3.8024, 2.6141, 1.0064], [-1.1888, -2.1758, 1.8135], [0.5345, -3.3145, 1.5863], [2.2130, -4.7874, 0.6120], [3.3604, -4.1978, -1.4817], [3.7040, -2.5663, -3.3810], [3.1482, -0.3485, -4.3568], [1.4420, 1.0715, -3.2906], [-2.6676, -1.4566, 3.5633], [0.4882, 4.0911, -1.9572], [0.1969, 2.6821, -1.5696], [-0.7474, 2.0675, -2.1644], [-0.1098, 4.7490, -1.3199], [0.1858, 4.2694, -2.9892], [1.5343, 4.3478, -1.8071], [0.1876, 1.7055, 1.7606], [1.4340, 1.5024, 1.7077], [2.1803, 1.6721, 2.6039], [1.8093, 1.0653, 0.5542]],
  "lumo_ev": [-4.6980, -4.7000],
  "energy_ha": -1761.16403,
  "charge": 1,
  "gap_ev": [5.76, 5.75]
}

# 3
{
  "formula": "C31H31BrN2O4",
  "method": "ωB97M-V with the def2-TZVPD basis set",
  "species": ["C", "C", "O", "C", "C", "C", "C", "C", "C", "Br", "C", "C", "O", "H", "H", "H", "H", "H", "H", "H", "H", "H", "H", "C", "O", "C", "C", "C", "C", "C", "C", "N", "C", "C", "C", "C", "C", "C", "N", "C", "C", "C", "C", "C", "O", "C", "C", "C", "H", "H", "H", "H", "H", "H", "H", "H", "H", "H", "H", "H", "H", "H", "H", "H", "H", "H", "H", "H", "H"],
  "positions_angstrom": [[-4.6995, 0.6549, -2.9213], [-3.3696, 1.2650, -2.5702], [-2.3696, 0.2269, -2.6484], [-1.1141, 0.7255, -2.4156], [-0.1088, -0.2939, -2.4993], [1.2500, -0.0278, -2.7165], [1.8146, 1.2849, -2.6183], [3.1805, 1.4881, -2.7733], [4.0318, 0.3975, -3.0014], [5.9038, 0.6721, -3.1047], [3.5088, -0.8998, -3.1422], [2.1455, -1.1122, -3.0072], [-0.9628, 1.9176, -2.1172], [-5.5026, 1.3484, -2.6549], [-4.7567, 0.4839, -4.0016], [-4.8729, -0.2979, -2.4105], [-3.1144, 2.0654, -3.2797], [-3.3776, 1.6810, -1.5524], [-0.4613, -1.3087, -2.6319], [1.1450, 2.1146, -2.4070], [3.5945, 2.4895, -2.7042], [4.1815, -1.7281, -3.3488], [1.7210, -2.1135, -3.1148], [6.7234, 0.6743, 0.4232], [5.2977, 0.8885, 0.2630], [4.4618, -0.1122, 0.6446], [3.0760, 0.1677, 0.5334], [2.1856, -0.8527, 0.7555], [2.6544, -2.1297, 1.1421], [4.0037, -2.4151, 1.3063], [4.9230, -1.3952, 1.0549], [1.5437, -2.9480, 1.3570], [1.5967, -4.3177, 1.8379], [0.3985, -2.2468, 1.1101], [0.7273, -0.9161, 0.7498], [-0.1310, 0.1522, 0.4895], [-1.5304, 0.0048, 0.6007], [-2.2865, -1.0769, 0.1274], [-3.5922, -0.9242, 0.4947], [-4.6483, -1.8693, 0.1840], [-3.7418, 0.2563, 1.2196], [-2.4682, 0.8702, 1.3223], [-2.3102, 1.9963, 2.1118], [-3.4484, 2.5009, 2.8010], [-3.3960, 3.5471, 3.6677], [-2.1172, 4.1565, 3.9503], [-4.7284, 1.8974, 2.6359], [-4.8780, 0.7651, 1.8468], [7.1764, 1.5946, 0.0539], [6.9707, 0.5158, 1.4841], [7.0584, -0.1787, -0.1853], [2.7289, 1.1531, 0.2405], [4.3264, -3.4031, 1.6243], [5.9929, -1.5783, 1.1625], [2.6423, -4.6323, 1.8811], [1.1547, -4.3975, 2.8413], [1.0388, -4.9816, 1.1653], [-0.5852, -2.6821, 1.2532], [0.2959, 1.1472, 0.3827], [-1.9340, -1.9525, -0.4079], [-5.5765, -1.5384, 0.6576], [-4.7976, -1.9310, -0.9032], [-4.3835, -2.8690, 0.5537], [-1.3224, 2.4491, 2.2155], [-2.3580, 4.9611, 4.6459], [-1.4336, 3.4357, 4.4217], [-1.6657, 4.5630, 3.0343], [-5.5668, 2.3343, 3.1728], [-5.8441, 0.2837, 1.7180]],
  "lumo_ev": -1.3565,
  "energy_ha": -4184.29282,
  "gap_ev": 4.28
}

# 4
{
  "formula": "C2HClF2S",
  "method": "ωB97M-V with the def2-TZVPD basis set",
  "species": ["C", "C", "H", "F", "F", "S", "Cl"],
  "positions_angstrom": [[0.3460, 0.1203, 0.4036], [-0.6396, -0.2302, -0.6305], [-0.2263, -1.0110, -1.1810], [0.8322, -1.0092, 0.9484], [-0.1208, 0.8042, 1.5015], [-2.0189, 0.4065, -0.7662], [1.8274, 0.9194, -0.2758]],
  "lumo_ev": -1.1679,
  "energy_ha": -1134.88114,
  "gap_ev": 8.62
}

# 5
{
  "formula": "CH6N4",
  "method": "ωB97M-V with the def2-TZVPD basis set",
  "species": ["C", "H", "H", "H", "H", "H", "H", "N", "N", "N", "N"],
  "positions_angstrom": [[0.0482, 0.6207, -0.0844], [-2.7087, -0.9157, 0.5001], [-2.1825, -0.8641, -0.9625], [-1.7532, 1.5556, -0.0612], [0.3579, 1.6177, -0.3845], [2.5550, 0.3318, 0.9765], [2.4397, -1.1575, 0.4918], [-1.8141, -0.6663, 0.0775], [-1.2371, 0.5240, 0.1832], [0.8775, -0.3267, -0.2519], [2.3169, -0.1442, -0.0165]],
  "lumo_ev": 0.7302,
  "energy_ha": -260.55631,
  "gap_ev": 8.60
}

# 6
{
  "formula": "C2H8ClN2PS",
  "method": "ωB97M-V with the def2-TZVPD basis set",
  "species": ["C", "C", "N", "N", "P", "S", "Cl", "H", "H", "H", "H", "H", "H", "H", "H"],
  "positions_angstrom": [[1.3818, 0.3797, -0.5093], [0.7450, -0.7491, 1.7290], [-1.2637, 0.2167, -1.7873], [0.5598, -0.4732, 0.3055], [-1.2694, 0.3384, -0.1283], [-1.7760, 1.9704, 0.7317], [-2.3948, -1.2740, 0.1542], [1.2547, 1.3712, -0.1103], [2.4721, -0.0400, -0.3863], [1.1062, 0.4024, -1.5070], [1.4714, -1.4386, 1.6986], [0.9943, 0.0876, 2.2637], [-0.1190, -1.0909, 2.0518], [-1.6376, -0.6546, -2.1165], [-1.5248, 0.9540, -2.3895]],
  "lumo_ev": 0.6584,
  "energy_ha": -1390.24131,
  "gap_ev": 9.24
}